[1]
A cluster of 10 separate species, H20O10 in total in a non-equilibrium geometry. Source: OMol25; level of theory: ωB97M-V/def2-TZVPD.

Each line ends with the natural charge from an NBO analysis.
Cartesian coordinates (Å):
O1 -0.882 -0.939 0.709  -0.918
H1 0.078 -0.908 0.749  0.461
H2 -1.197 -0.221 0.257  0.454
O2 -4.566 1.287 -1.011  -0.924
H3 -4.523 2.162 -0.826  0.460
H4 -3.634 1.004 -1.160  0.464
O3 3.024 3.396 2.264  -0.926
H5 2.455 2.628 2.131  0.461
H6 3.761 2.866 2.712  0.465
O4 -0.298 -1.420 3.028  -0.933
H7 0.339 -0.983 3.562  0.460
H8 -1.122 -1.253 3.317  0.474
O5 -1.110 4.812 0.120  -0.944
H9 -0.711 5.095 -0.642  0.467
H10 -0.599 4.124 0.586  0.477
O6 -1.227 -3.129 -3.181  -0.943
H11 -1.461 -3.249 -2.212  0.478
H12 -0.367 -2.743 -3.150  0.466
O7 2.989 -0.492 1.273  -0.946
H13 3.761 -0.965 1.219  0.479
H14 2.222 -1.045 1.528  0.469
O8 -0.176 2.920 -2.905  -0.941
H15 -0.360 3.793 -3.195  0.470
H16 -0.467 2.819 -1.956  0.470
O9 0.172 -4.239 0.048  -0.952
H17 -0.024 -5.032 -0.579  0.467
H18 0.694 -3.756 -0.596  0.477
O10 1.737 -2.245 -0.544  -0.959
H19 1.568 -2.434 0.457  0.477
H20 2.297 -1.515 -0.612  0.490

## Properties
- HOMO-LUMO gap (eV) = 10.57
- energy relative to the best compared isomer or geometry (same formula, charge and spin) (kcal/mol) = 122.79
- net charge = 0

---

[2]
A cluster of 10 separate species, H20O10 in total in a non-equilibrium geometry. Source: OMol25; level of theory: ωB97M-V/def2-TZVPD.

Each line ends with the natural charge from an NBO analysis.
Cartesian coordinates (Å):
O1 17.542 -32.279 18.060  -0.968
H1 17.546 -32.858 17.298  0.514
H2 17.546 -31.396 17.690  0.496
O2 18.497 -33.524 22.320  -0.956
H3 19.221 -33.020 21.950  0.466
H4 17.712 -33.132 21.939  0.484
O3 21.490 -33.067 21.087  -0.953
H5 21.041 -33.722 20.553  0.486
H6 22.207 -32.756 20.533  0.466
O4 17.289 -31.702 20.517  -0.961
H7 17.493 -31.899 19.603  0.469
H8 18.013 -31.148 20.810  0.468
O5 19.457 -36.839 19.206  -0.967
H9 19.028 -36.787 20.061  0.469
H10 19.692 -35.934 19.001  0.484
O6 20.555 -32.343 17.260  -0.958
H11 20.062 -31.855 16.601  0.483
H12 21.203 -31.719 17.585  0.493
O7 19.347 -34.157 18.885  -0.984
H13 20.011 -33.709 18.362  0.489
H14 18.681 -33.489 19.052  0.489
O8 15.107 -33.699 18.491  -0.934
H15 14.870 -33.433 17.603  0.457
H16 15.855 -33.145 18.716  0.472
O9 20.731 -34.342 14.985  -0.953
H17 21.603 -34.656 14.747  0.472
H18 20.865 -33.854 15.798  0.477
O10 22.893 -34.769 17.510  -0.955
H19 23.686 -35.305 17.501  0.477
H20 22.178 -35.395 17.388  0.478

## Properties
- HOMO-LUMO gap (eV) = 9.66
- energy relative to the best compared isomer or geometry (same formula, charge and spin) (kcal/mol) = 71.83
- net charge = 0

---

[3]
A cluster of 10 separate species, H20O10 in total. Source: OMol25; level of theory: ωB97M-V/def2-TZVPD.

Each line ends with the natural charge from an NBO analysis.
Cartesian coordinates (Å):
O1 -4.504 -3.003 -0.492  -0.932
H1 -4.532 -3.528 0.308  0.467
H2 -5.420 -2.925 -0.760  0.466
O2 2.451 5.267 2.104  -0.937
H3 3.296 5.717 2.124  0.466
H4 2.373 4.944 1.206  0.470
O3 1.515 5.036 -1.977  -0.948
H5 0.746 5.393 -1.533  0.476
H6 1.535 5.486 -2.822  0.472
O4 -0.458 -0.931 -5.291  -0.933
H7 -0.593 -0.620 -6.186  0.464
H8 0.481 -0.826 -5.139  0.469
O5 1.630 -4.448 -0.125  -0.935
H9 1.967 -3.814 0.508  0.464
H10 1.733 -5.296 0.307  0.471
O6 -3.039 3.734 -0.134  -0.944
H11 -2.395 3.150 0.266  0.475
H12 -3.210 3.349 -0.994  0.468
O7 -0.946 -1.789 4.627  -0.941
H13 -1.094 -0.844 4.654  0.474
H14 -0.697 -2.019 5.522  0.468
O8 -0.331 0.422 0.232  -0.945
H15 -0.463 -0.481 0.521  0.473
H16 0.439 0.383 -0.335  0.472
O9 3.564 1.243 -2.546  -0.941
H17 3.060 2.044 -2.403  0.473
H18 4.477 1.528 -2.533  0.468
O10 -0.394 -5.971 3.359  -0.939
H19 -0.429 -5.015 3.315  0.473
H20 -0.763 -6.186 4.216  0.467

## Properties
- HOMO-LUMO gap (eV) = 11.54
- energy relative to the best compared isomer or geometry (same formula, charge and spin) (kcal/mol) = 83.89
- net charge = 0

---

[4]
A cluster of 10 separate species, H20O10 in total. Source: OMol25; level of theory: ωB97M-V/def2-TZVPD.

Each line ends with the natural charge from an NBO analysis.
Cartesian coordinates (Å):
O1 0.561 -0.108 0.010  -0.966
H1 0.808 0.323 -0.808  0.467
H2 -0.285 0.277 0.238  0.501
O2 -1.149 2.188 0.858  -0.948
H3 -0.525 2.797 0.463  0.477
H4 -1.989 2.411 0.456  0.480
O3 2.818 -1.878 0.636  -0.962
H5 2.001 -1.451 0.377  0.480
H6 3.137 -1.359 1.375  0.477
O4 -1.143 1.486 3.504  -0.944
H7 -1.174 1.187 2.595  0.480
H8 -2.030 1.344 3.834  0.460
O5 -0.581 -2.823 -0.794  -0.955
H9 0.029 -2.146 -0.499  0.480
H10 -0.886 -2.514 -1.648  0.470
O6 -2.033 -1.347 2.073  -0.958
H11 -2.250 -0.828 1.298  0.477
H12 -2.559 -2.142 1.985  0.467
O7 -3.195 0.034 0.039  -0.954
H13 -4.083 -0.095 0.371  0.484
H14 -3.312 0.214 -0.894  0.484
O8 0.323 -1.298 -3.424  -0.962
H15 0.725 -0.495 -3.093  0.482
H16 0.281 -1.172 -4.372  0.464
O9 1.986 0.770 -2.998  -0.955
H17 1.862 1.645 -3.366  0.482
H18 2.812 0.826 -2.517  0.491
O10 3.129 1.069 1.601  -0.929
H19 3.149 1.287 0.669  0.460
H20 3.573 1.801 2.029  0.469

## Properties
- HOMO-LUMO gap (eV) = 9.67
- energy relative to the best compared isomer or geometry (same formula, charge and spin) (kcal/mol) = 71.61
- net charge = 0

---

[5]
A cluster of 10 separate species, H20O10 in total. Source: OMol25; level of theory: ωB97M-V/def2-TZVPD.

Each line ends with the natural charge from an NBO analysis.
Cartesian coordinates (Å):
O1 -9.803 -16.884 0.453  -0.939
H1 -9.059 -17.464 0.617  0.469
H2 -10.136 -17.159 -0.401  0.469
O2 -8.094 -14.902 -4.218  -0.953
H3 -8.080 -15.681 -3.663  0.477
H4 -9.005 -14.608 -4.196  0.476
O3 -10.700 -11.909 -3.447  -0.941
H5 -10.826 -12.359 -4.282  0.473
H6 -10.866 -10.987 -3.644  0.468
O4 -4.718 -16.981 -1.293  -0.943
H7 -4.039 -17.309 -1.883  0.471
H8 -4.243 -16.702 -0.511  0.472
O5 -9.282 -18.614 -3.653  -0.943
H9 -9.170 -19.265 -2.960  0.474
H10 -8.722 -18.923 -4.365  0.469
O6 -11.076 -12.968 -7.038  -0.961
H11 -11.495 -12.629 -7.829  0.473
H12 -10.144 -13.001 -7.255  0.488
O7 -7.234 -12.997 -7.170  -0.953
H13 -6.841 -12.514 -6.443  0.477
H14 -6.982 -13.907 -7.019  0.476
O8 -13.428 -15.538 -5.292  -0.939
H15 -12.962 -14.842 -5.754  0.474
H16 -14.170 -15.097 -4.879  0.465
O9 -7.443 -19.822 -0.407  -0.950
H17 -6.966 -19.074 -0.766  0.477
H18 -6.759 -20.442 -0.153  0.472
O10 -4.730 -12.713 -3.067  -0.941
H19 -4.240 -12.738 -2.244  0.465
H20 -5.330 -13.456 -3.012  0.476

## Properties
- HOMO-LUMO gap (eV) = 11.31
- energy relative to the best compared isomer or geometry (same formula, charge and spin) (kcal/mol) = 73.80
- net charge = 0

---

[6]
A cluster of 10 separate species, H20O10 in total. Source: OMol25; level of theory: ωB97M-V/def2-TZVPD.

Each line ends with the natural charge from an NBO analysis.
Cartesian coordinates (Å):
O1 -7.026 -20.056 5.203  -0.943
H1 -7.561 -19.308 4.935  0.472
H2 -6.653 -20.388 4.386  0.472
O2 -10.795 -25.472 -3.232  -0.939
H3 -11.670 -25.091 -3.152  0.465
H4 -10.659 -25.935 -2.406  0.474
O3 -4.771 -23.901 6.246  -0.933
H5 -4.122 -23.402 6.742  0.467
H6 -5.352 -23.237 5.874  0.466
O4 -12.546 -21.757 -1.200  -0.940
H7 -12.944 -21.465 -0.380  0.470
H8 -13.270 -21.772 -1.826  0.470
O5 -9.774 -23.152 5.181  -0.949
H9 -10.357 -23.251 5.933  0.473
H10 -9.149 -22.478 5.448  0.476
O6 -8.055 -21.635 -3.195  -0.940
H11 -8.818 -21.070 -3.318  0.466
H12 -8.421 -22.516 -3.113  0.474
O7 -13.652 -21.028 3.601  -0.937
H13 -12.881 -21.594 3.637  0.470
H14 -13.296 -20.144 3.508  0.467
O8 -12.267 -27.312 1.000  -0.934
H15 -12.232 -26.448 1.410  0.466
H16 -13.185 -27.574 1.069  0.468
O9 -8.272 -23.479 1.319  -0.943
H17 -8.934 -23.040 0.786  0.470
H18 -8.627 -23.456 2.208  0.473
O10 -7.020 -26.879 -1.175  -0.939
H19 -7.423 -26.214 -0.617  0.472
H20 -6.113 -26.588 -1.278  0.467

## Properties
- HOMO-LUMO gap (eV) = 10.91
- energy relative to the best compared isomer or geometry (same formula, charge and spin) (kcal/mol) = 83.15
- net charge = 0

---

[7]
A cluster of 10 separate species, H20O10 in total in a non-equilibrium geometry. Source: OMol25; level of theory: ωB97M-V/def2-TZVPD.

Each line ends with the natural charge from an NBO analysis.
Cartesian coordinates (Å):
O1 -2.240 -1.003 -1.456  -0.932
H1 -1.526 -0.541 -1.501  0.479
H2 -2.797 -0.780 -2.135  0.477
O2 -0.773 -1.464 1.697  -1.028
H3 -1.826 -1.160 1.749  0.498
H4 -0.680 -1.303 2.687  0.486
O3 -2.988 -0.650 1.322  -0.944
H5 -3.780 -0.262 1.503  0.503
H6 -2.804 -0.662 0.353  0.529
O4 3.161 1.762 -0.109  -0.995
H7 2.282 2.066 0.091  0.449
H8 3.187 0.849 0.167  0.435
O5 0.052 0.362 -0.250  -1.028
H9 0.828 0.057 -0.754  0.520
H10 -0.265 -0.359 0.446  0.533
O6 -0.243 -4.060 0.754  -0.969
H11 -0.446 -4.027 -0.077  0.444
H12 -0.504 -3.156 1.182  0.498
O7 -1.184 1.570 2.781  -0.977
H13 -1.500 1.045 3.540  0.473
H14 -1.440 1.184 1.757  0.502
O8 1.135 2.637 0.385  -0.927
H15 0.642 1.747 -0.086  0.512
H16 1.337 2.475 1.194  0.455
O9 1.221 1.838 -2.908  -0.942
H17 1.786 1.158 -2.786  0.461
H18 1.584 2.448 -3.634  0.476
O10 2.227 -0.542 -1.935  -1.009
H19 2.924 0.190 -1.816  0.512
H20 2.628 -1.421 -2.160  0.506

## Properties
- HOMO-LUMO gap (eV) = 10.09
- energy relative to the best compared isomer or geometry (same formula, charge and spin) (kcal/mol) = 146.34
- net charge = 0

---

[8]
A structure of composition H20O10 in a non-equilibrium geometry. Source: OMol25; level of theory: ωB97M-V/def2-TZVPD.

Each line ends with the natural charge from an NBO analysis.
Cartesian coordinates (Å):
O1 -2.062 0.978 -1.825  -1.092
H1 -1.144 0.856 -2.065  0.413
H2 -2.142 0.569 -0.963  0.416
O2 -0.861 -1.449 0.731  -0.944
H3 -1.262 -2.259 1.044  0.512
H4 0.077 -1.575 0.872  0.487
O3 -0.082 0.994 -2.248  -0.857
H5 0.343 1.070 -3.103  0.497
H6 0.289 0.198 -1.866  0.504
O4 -0.934 -1.283 -1.894  -0.961
H7 -0.923 -0.823 -1.054  0.465
H8 -1.748 -1.786 -1.881  0.483
O5 -0.478 1.948 0.668  -0.939
H9 0.054 1.670 1.414  0.478
H10 -0.643 2.877 0.824  0.501
O6 0.697 0.228 -0.062  -0.928
H11 0.271 -0.288 0.622  0.482
H12 0.048 0.888 -0.305  0.552
O7 1.268 -1.616 1.765  -0.925
H13 1.236 -1.023 2.515  0.507
H14 1.439 -2.477 2.146  0.512
O8 2.910 -0.619 0.393  -0.965
H15 2.104 -0.193 0.103  0.450
H16 2.668 -1.063 1.206  0.449
O9 -2.386 -0.125 -0.006  -0.914
H17 -1.650 -0.437 0.518  0.464
H18 -2.983 0.270 0.629  0.483
O10 2.083 1.481 0.979  -1.006
H19 2.398 2.052 0.278  0.463
H20 1.416 0.936 0.562  0.415

## Properties
- HOMO-LUMO gap (eV) = 6.68
- energy relative to the best compared isomer or geometry (same formula, charge and spin) (kcal/mol) = 307.00
- net charge = 0

---

[9]
A cluster of 10 separate species, H20O10 in total in a non-equilibrium geometry. Source: OMol25; level of theory: ωB97M-V/def2-TZVPD.

Each line ends with the natural charge from an NBO analysis.
Cartesian coordinates (Å):
O1 -0.641 -0.067 -1.245  -0.933
H1 0.198 -0.381 -0.889  0.476
H2 -1.144 -0.874 -1.403  0.457
O2 1.859 1.772 2.817  -0.906
H3 1.590 2.685 2.664  0.440
H4 1.040 1.322 3.052  0.466
O3 0.315 2.014 0.441  -0.907
H5 0.141 2.595 1.191  0.439
H6 0.144 2.568 -0.329  0.471
O4 -3.392 -0.577 -4.658  -0.934
H7 -3.976 -1.260 -4.309  0.467
H8 -2.510 -0.873 -4.408  0.468
O5 3.428 0.013 0.578  -0.942
H9 3.729 0.320 -0.285  0.487
H10 2.869 -0.746 0.375  0.474
O6 -2.072 -4.348 0.698  -0.942
H11 -1.912 -5.279 0.889  0.470
H12 -1.850 -3.898 1.521  0.472
O7 -2.479 -0.630 3.328  -0.930
H13 -2.947 -0.324 2.542  0.458
H14 -1.930 0.120 3.580  0.471
O8 3.925 0.402 -3.207  -0.941
H15 4.230 1.243 -3.566  0.473
H16 4.437 -0.257 -3.689  0.469
O9 2.503 1.989 0.718  -0.919
H17 2.394 2.799 1.230  0.416
H18 3.277 1.567 1.108  0.479
O10 -4.115 -0.526 0.494  -0.923
H19 -3.464 -0.876 1.112  0.449
H20 -3.647 -0.495 -0.348  0.476

## Properties
- HOMO-LUMO gap (eV) = 9.08
- energy relative to the best compared isomer or geometry (same formula, charge and spin) (kcal/mol) = 145.18
- net charge = 0

---

Number 1: LUMO energy -0.4185 eV. Number 2: LUMO energy -0.7953 eV. Number 3: LUMO energy 0.2518 eV. Number 4: LUMO energy -0.4769 eV. Number 5: LUMO energy 0.0760 eV. Number 6: LUMO energy -0.2588 eV. Number 7: LUMO energy -0.0810 eV. Number 8: LUMO energy -0.7029 eV. Number 9: LUMO energy 0.0584 eV.